(1)
48
Properties=species:S:1:pos:R:3:lowdin_charge:R:1 method="wB97M-V/def2-TZVPD" e_tot_ev=-43455.7066 e_homo_ev=-8.35 de_lowest_kj_mol=0.0 smiles=Cc1ccc(-c2nnc(SCc3nc4ccccc4[nH]3)n2Cc2ccco2)cc1 orbital_gap_ev=8.9567 spin_multiplicity=1 largest_force_ev_per_a=1.09
C 1.1029 -1.3731 2.9555 -0.138
H -6.3114 0.2967 -0.4260 0.084
C -5.7283 -0.3790 0.1996 -0.052
C -2.1744 0.6368 -0.5969 -0.001
C 1.8680 2.4393 -0.4132 -0.201
H -0.8781 3.4201 2.0527 0.099
C 0.1289 3.8942 0.2263 -0.104
C 0.5461 -2.5593 -0.3649 -0.051
H -0.5152 -2.7928 -0.2503 0.124
O 0.3728 -1.5321 1.8424 0.046
H 4.8793 0.1601 -1.5725 0.076
C 2.3192 -1.9649 2.8259 -0.060
N 0.2482 0.3707 -2.4359 0.099
C 1.6481 1.6499 0.7408 -0.216
H -3.8586 1.5648 0.3224 0.115
N 0.6537 -1.4470 -1.2831 0.023
H -5.7672 -0.0025 1.2202 0.080
C 3.2136 0.7056 -0.3586 -0.415
C -3.8099 -1.5742 -0.9018 -0.039
H 4.7555 -0.7138 -0.0098 0.079
C 0.6555 2.0011 1.6486 -0.017
H 3.2010 2.0336 -2.0144 0.161
H 3.1357 -3.0750 1.0696 0.097
S 3.3589 -1.7181 -1.6587 0.962
C -1.6727 -0.5160 -1.1947 -0.160
C -0.2888 -0.5254 -1.6471 -0.256
H 3.1038 -1.9957 3.5530 0.101
C -4.3128 -0.4358 -0.2864 -0.277
C 1.1288 -2.2335 0.9720 -0.283
H -1.5284 1.4940 -0.4859 0.101
C -0.0934 3.1248 1.3714 -0.110
H 0.6510 -0.8381 3.7671 0.118
H -4.4477 -2.4365 -1.0343 0.110
C 4.2037 -0.2754 -0.8383 -0.323
C 1.1140 3.5688 -0.6836 -0.020
C 2.3382 -2.5277 1.5285 -0.051
H 1.0761 -3.4139 -0.7940 0.133
H -6.1925 -1.3614 0.1692 0.073
H 0.4807 1.4045 2.5284 0.097
H -0.4903 4.7610 0.0487 0.099
H -2.1420 -2.5053 -1.8581 0.117
H 1.2806 4.1553 -1.5736 0.109
C -2.5034 -1.6199 -1.3532 -0.034
N 2.8953 1.8248 -1.0786 0.156
C 1.7865 -1.0048 -1.9052 -0.651
N 1.5382 0.0645 -2.6081 0.028
C -3.4781 0.6688 -0.1462 -0.029
N 2.5089 0.5818 0.7306 0.198



(2)
46
Properties=species:S:1:pos:R:3:lowdin_charge:R:1 method="wB97M-V/def2-TZVPD" e_tot_ev=-32803.2982 e_homo_ev=-8.09 de_lowest_kj_mol=58.9 smiles="O=C(O)COc1ccc(NC(=O)C(c2ccccc2)c2ccccc2)cc1" orbital_gap_ev=8.6449 spin_multiplicity=1 largest_force_ev_per_a=0.61
O 3.6997 1.6817 -7.8283 0.106
H 0.0360 -1.3488 -0.2371 0.146
O 0.6902 1.0652 1.6660 0.103
C -0.8492 0.3444 6.1632 -0.092
C 1.7385 1.3937 -1.0024 0.003
C -3.7102 -2.8059 1.2749 -0.080
C -0.1361 -0.8067 5.8787 -0.085
C -1.4427 1.0554 5.1342 -0.071
C -1.3282 0.6166 3.8278 -0.023
C 1.6388 0.0846 -3.4539 -0.021
C -0.6122 -0.5361 3.5355 -0.187
C -2.4426 -2.5360 1.7579 -0.029
H 0.5479 -2.1396 4.3562 0.110
H 2.8422 2.8979 -2.0502 0.124
H -0.9400 0.6875 7.1834 0.100
C 2.3320 1.9507 -2.1135 0.014
O 4.2031 3.2892 -6.3635 0.144
H 1.9042 1.2215 -6.0368 0.148
C -1.8474 -1.3006 1.5322 -0.201
C -4.3997 -1.8424 0.5584 -0.090
H -1.9097 -3.2889 2.3214 0.117
O 2.9182 1.9543 -4.3782 -0.021
C -0.4791 -1.0152 2.1089 -0.153
C 3.6836 2.2432 -6.6096 -0.502
H 1.5825 -0.4469 -4.3909 0.104
H -5.3893 -2.0522 0.1806 0.101
C 2.2922 1.3063 -3.3501 -0.261
C -3.8152 -0.6087 0.3302 -0.072
H 0.3323 -1.3658 6.6757 0.101
H -1.9973 1.9567 5.3501 0.103
N 0.4650 -0.4600 -0.0163 0.134
C -0.0172 -1.2426 4.5709 -0.033
H 0.5346 -1.4241 -2.4297 0.112
C -2.5474 -0.3378 0.8146 -0.037
C 1.0417 -0.4734 -2.3366 -0.022
H 0.1072 -1.9428 2.1088 0.151
H -2.0988 0.6275 0.6280 0.120
H -4.1606 -3.7702 1.4585 0.103
C 1.0834 0.1675 -1.1040 -0.220
H 4.1854 2.2465 -8.4510 0.134
H 3.4181 0.3718 -5.6277 0.148
H 1.7759 1.9006 -0.0532 0.103
C 2.9226 1.3542 -5.6416 -0.116
H -4.3476 0.1480 -0.2270 0.105
C 0.2879 0.0038 1.2542 -0.431
H -1.7925 1.1760 3.0309 0.114



(3)
48
Properties=species:S:1:pos:R:3:lowdin_charge:R:1 method="wB97M-V/def2-TZVPD" e_tot_ev=-36896.7119 e_homo_ev=-8.29 de_lowest_kj_mol=58.8 smiles="O=C(/C=C/c1ccccc1)C1=C(O)C(=O)N(CCO)[C@H]1c1ccc2c(c1)OCO2" orbital_gap_ev=7.9993 spin_multiplicity=1 largest_force_ev_per_a=1.26
H 1.1010 0.5446 -1.4399 0.137
C -0.2735 -2.1108 -0.4355 -0.172
C 3.0663 2.1833 1.5180 0.022
O -0.0870 -0.6290 2.8322 0.101
O -1.4660 -2.5655 -0.8250 0.116
C -6.6302 0.8898 -0.4053 -0.087
C -3.9832 0.2054 0.1736 -0.211
H 3.3031 -2.5400 -2.0630 0.131
C 2.3304 4.4559 -1.1362 -0.157
O 4.4269 -2.2494 1.1061 -0.061
C 2.7022 2.9055 0.4086 -0.201
C 2.0008 2.3164 -0.6465 -0.189
C 2.0125 0.2493 0.5033 -0.174
C 3.3413 -2.0480 -1.0882 -0.100
C -5.6315 1.1325 -1.3342 -0.083
C 4.2095 -2.8775 -0.1312 -0.230
C -0.6404 -0.8360 1.7650 -0.345
H 4.8705 -1.4055 0.9620 0.091
C 0.9217 -2.4798 -1.2434 -0.387
C -4.3240 0.7917 -1.0487 -0.035
O 0.8900 -3.1509 -2.2605 0.083
N 1.9844 -1.9300 -0.6292 0.004
C 2.7080 0.8367 1.5459 -0.026
C -6.3098 0.3032 0.8092 -0.080
H -1.9368 0.0064 -0.4276 0.116
H -7.6535 1.1541 -0.6267 0.101
H -3.5486 0.9815 -1.7774 0.112
H 2.9661 0.2419 2.4075 0.121
H -4.7715 -0.4967 2.0454 0.106
H 5.1640 -3.1006 -0.6280 0.119
H 3.6020 2.6421 2.3313 0.120
H 3.7726 -1.0453 -1.2025 0.132
H 2.0805 -1.6653 1.4521 0.160
C -2.5953 -0.1386 0.4193 -0.027
H 3.0919 4.8166 -1.8456 0.140
H -2.6645 -0.6508 2.4715 0.115
C -5.0027 -0.0347 1.0985 -0.026
C 0.1130 -1.3663 0.6212 -0.028
C 1.6162 -1.2073 0.5707 -0.175
C -2.0717 -0.5741 1.5714 0.012
H 3.7072 -3.8193 0.1000 0.129
H -5.8752 1.5867 -2.2836 0.103
H -1.3094 -3.1181 -1.6139 0.128
O 2.9280 4.2242 0.1212 0.037
H -7.0870 0.1086 1.5338 0.104
H 1.5399 5.2169 -1.0349 0.140
O 1.7690 3.2529 -1.6173 0.038
C 1.6429 0.9930 -0.6233 0.073



(4)
58
Properties=species:S:1:pos:R:3:mulliken_spin:R:1 method="wB97M-V/def2-TZVPD" e_tot_ev=-343122.2836 e_homo_ev="-7.69 / -7.68" de_lowest_kj_mol=0.0 orbital_gap_ev="7.7601 / 7.9228" spin_multiplicity=2 largest_force_ev_per_a=1.42
C -0.6533 2.5521 3.4813 0.022
C 3.5519 0.5180 1.6895 -0.004
H -2.9722 1.7371 -2.1318 0.000
H 1.0507 1.4857 -4.1842 0.000
H 1.0033 -3.6909 2.9290 0.001
N -0.0920 -1.4993 0.9127 -0.001
H 3.4355 1.7554 -2.2018 0.000
H 0.0390 3.2830 3.0588 -0.003
C 4.8570 -0.6189 0.0174 -0.006
H -2.0984 -3.0309 -1.0985 0.002
C -3.0921 1.2132 1.0705 0.013
C 6.0283 -0.1421 0.6102 0.001
C 4.7076 0.9990 2.2685 -0.008
Br 7.6979 -0.6031 -0.1361 0.000
C -5.7844 -2.0255 -2.5186 0.000
H -1.1875 0.1207 -3.4411 0.000
H -4.0066 0.9743 0.5549 0.001
C 5.9567 0.6659 1.7389 -0.001
H -0.4803 -4.6914 0.3444 0.001
O 2.4510 -0.6873 0.0536 -0.021
N -2.8650 -0.2702 -1.4311 0.000
C 1.3627 -3.0659 2.1113 0.002
C 0.2618 -2.7549 1.1537 0.019
H -6.1216 -2.5170 -1.6064 0.000
N -0.9152 1.1990 1.4514 0.040
C 3.6163 -0.3017 0.5461 0.020
C -4.7047 -1.0339 -2.2188 0.000
C -3.4409 0.7662 -2.0956 0.000
H 1.7816 -2.1541 2.5315 -0.001
H -6.6383 -1.5345 -2.9823 0.000
B -1.6078 -0.1638 -0.5927 -0.060
O 2.2968 0.8205 2.1057 -0.027
N -0.4940 0.5269 -1.4876 0.004
N -1.0774 -1.5205 -0.0444 0.012
H -5.4262 -2.7984 -3.1994 0.000
C -0.5162 -3.6158 0.3669 -0.005
H 2.1635 -3.5994 1.6005 0.001
N -3.6393 -1.3838 -1.5203 0.000
C 1.3236 1.6260 -1.9799 -0.003
Br 4.8530 -1.6880 -1.5328 0.001
H -0.0545 1.8040 4.0049 -0.003
C 2.6245 2.3096 -1.7293 0.001
C -1.4840 1.9223 2.4082 -0.020
C -4.6303 0.3248 -2.6053 0.000
H 2.8319 2.3676 -0.6619 -0.002
H -3.6082 2.4506 2.8154 0.000
N 0.5871 1.1874 -0.9662 0.025
H -5.3474 0.8893 -3.1783 0.000
N -1.9017 0.7694 0.6214 0.001
C -2.8714 1.9525 2.2092 -0.006
C 0.7049 1.2747 -3.1869 -0.003
H 2.6206 3.3208 -2.1353 0.000
H -1.2888 3.0564 4.2048 0.000
Ti 0.9302 0.3134 0.8733 0.988
C -1.3354 -2.8023 -0.3772 0.015
Br 7.5217 1.3215 2.5628 0.000
C -0.4289 0.5809 -2.8308 0.004
Br 4.5048 2.1055 3.7779 0.001



(5)
53
Properties=species:S:1:pos:R:3:lowdin_charge:R:1 method="wB97M-V/def2-TZVPD" e_tot_ev=-113294.2237 e_homo_ev="-7.62 / -7.51" de_lowest_kj_mol=238.4 orbital_gap_ev="6.6663 / 6.8896" spin_multiplicity=1 largest_force_ev_per_a=0.74
O -2.6279 0.3379 -4.0329 0.057
H 2.2872 2.5696 5.3055 0.107
C 2.5557 2.8324 3.2112 -0.027
H -0.4258 5.2949 -1.0141 0.171
C 2.2721 2.8329 -0.4844 -0.068
H -0.6634 -5.7944 0.8260 0.111
H 3.4492 3.4362 3.3172 0.115
N -2.5292 2.9017 -1.5141 -0.013
H 0.8672 -6.5692 1.1717 0.111
C 0.4168 -6.3892 -0.9692 -0.179
H -3.2010 2.7132 -3.4676 0.131
C -1.6801 3.9293 -1.8510 -0.475
O -1.4744 0.3648 -2.1223 -0.189
C 0.7429 -4.0606 -1.8665 -0.122
N 0.5882 -3.6176 -0.4581 -0.081
H 0.7108 1.9023 -1.6683 0.103
C -0.2037 -2.5991 -0.2078 -0.234
Br -1.2522 0.2039 2.7768 0.863
C -2.7089 2.5060 -0.1874 -0.098
N -0.8782 -1.6700 -0.0638 0.086
C 0.7534 1.5608 4.1646 -0.123
C 0.2854 1.3014 2.9164 -0.579
C -2.2084 3.2490 0.8264 -0.237
C 2.7466 3.0801 0.7667 -0.036
H 3.6417 3.6719 0.9160 0.113
O -1.4433 4.2624 -2.9905 0.097
H 0.8017 -7.4083 -1.0016 0.107
N -1.0556 4.5444 -0.7703 0.224
C 0.8941 1.7917 1.7307 -0.205
F -2.5271 3.0090 2.0957 0.067
O -0.7346 4.9986 1.4408 0.108
C 1.0898 2.0773 -0.6672 -0.099
C 1.9169 2.3524 4.3119 -0.068
C 2.0706 2.5676 1.9032 -0.159
H 1.2407 -5.8474 -2.9019 0.118
H 0.7996 -4.0303 1.5721 0.127
C -3.1213 2.0969 -2.5797 -0.044
C -2.3489 0.8384 -2.9616 -0.628
C 0.3718 -5.8738 0.4912 -0.162
H -4.1284 1.8164 -2.2656 0.136
H -0.5975 -6.4335 -1.3731 0.112
H 1.4168 -3.3826 -2.3889 0.126
C 1.2601 -5.4897 -1.8718 -0.189
H 0.2416 1.1661 5.0316 0.100
H 2.7911 3.2224 -1.3516 0.108
C 1.0354 -4.5112 0.6258 -0.141
H -0.2340 -4.0097 -2.3500 0.131
Pt -1.2305 0.6025 -0.0175 0.946
C -1.2728 4.3405 0.5797 -0.417
C 0.4080 1.5738 0.4063 -0.279
H -3.5377 1.8357 0.0038 0.142
H 2.1213 -4.5880 0.5674 0.122
H 2.3080 -5.5098 -1.5599 0.114